14
Properties=species:S:1:pos:R:3:forces:R:3:lowdin_charge:R:1 method="wB97M-V/def2-TZVPD" multiplicity=1 relative_energy_kcal_mol=56.4 homo_energy_ev=-9.6 gap_ev=10.62 smiles="C=CC[C@H]1NC1=O"
C 0.136 -1.555 1.322 0.047 0.157 0.044 0.014
C 0.335 -0.245 1.428 -0.059 -0.198 0.038 -0.185
C 0.824 0.604 0.274 0.029 -0.003 -0.072 -0.161
C -0.452 0.953 -0.482 -0.081 -0.033 0.319 -0.179
N -0.627 1.116 -1.976 0.074 -0.092 -0.231 0.156
C -0.934 -0.074 -1.409 -0.019 -0.324 -0.139 -0.465
O -1.164 -1.229 -1.648 -0.052 0.579 0.027 0.100
H 0.405 -2.095 0.417 -0.039 0.082 0.142 0.066
H -0.348 -2.126 2.108 0.171 0.092 -0.025 0.059
H 0.003 0.286 2.320 0.110 -0.094 -0.086 0.100
H 1.513 0.028 -0.357 -0.182 0.066 0.035 0.123
H 1.358 1.497 0.623 -0.153 -0.115 -0.092 0.108
H -1.129 1.602 0.070 0.012 -0.125 -0.104 0.139
H 0.081 1.239 -2.690 0.141 0.007 0.146 0.125

=====

144
Properties=species:S:1:pos:R:3:forces:R:3:lowdin_charge:R:1 method="wB97M-V/def2-TZVPD" s2=6.025 multiplicity=5 relative_energy_kcal_mol=27.8 homo_energy_ev="-3.3 / -4.0" total_charge=-1 gap_ev="5.29 / 6.01"
Cr -0.624 -0.820 -0.105 0.036 1.749 0.848 0.085
I 2.953 -1.322 2.398 0.154 -0.072 0.042 1.066
C 4.946 -1.376 1.706 -0.402 0.131 0.385 -0.591
C 5.876 -1.398 2.719 -0.498 0.059 -0.326 -0.188
C 7.232 -1.576 2.438 0.435 -0.072 -0.199 -0.094
C 7.625 -1.766 1.146 0.041 0.002 0.347 -0.051
C 6.696 -1.725 0.084 -0.364 -0.006 0.102 -0.168
C 7.171 -1.949 -1.219 -0.073 0.034 -0.360 -0.043
C 6.327 -1.841 -2.288 0.428 -0.081 0.081 -0.059
C 4.997 -1.494 -2.075 -0.242 0.056 0.622 -0.097
C 4.439 -1.325 -0.816 0.327 0.070 -0.200 -0.267
P 2.612 -0.819 -0.886 0.432 -0.154 -0.677 1.051
C 2.171 -2.375 -1.770 -0.069 -0.048 0.057 -0.371
C 2.384 -2.685 -3.111 -0.230 -0.036 0.013 -0.135
C 2.266 -3.994 -3.553 -0.040 0.044 -0.156 -0.092
C 1.926 -5.009 -2.672 -0.027 0.006 0.040 -0.107
C 1.654 -4.701 -1.348 0.023 -0.094 -0.060 -0.079
C 1.768 -3.393 -0.905 0.056 0.128 0.009 -0.129
C 2.929 0.518 -2.130 -0.089 0.054 0.077 -0.372
C 3.878 1.468 -1.742 -0.017 0.022 0.029 -0.125
C 4.095 2.616 -2.483 0.015 0.046 0.017 -0.094
C 3.361 2.844 -3.640 0.003 0.015 -0.053 -0.097
C 2.435 1.902 -4.051 0.005 0.022 -0.061 -0.070
C 2.220 0.750 -3.305 0.099 -0.153 0.042 -0.112
C 5.296 -1.470 0.325 0.414 -0.065 -0.104 -0.183
H 5.542 -1.295 3.742 0.005 -0.041 0.002 0.074
H 7.951 -1.592 3.247 0.027 -0.003 -0.003 0.101
H 8.665 -1.952 0.905 0.018 0.006 -0.001 0.107
H 8.215 -2.198 -1.362 0.037 0.035 0.042 0.108
H 6.683 -2.000 -3.298 0.024 0.005 0.001 0.106
H 4.381 -1.341 -2.944 -0.018 -0.007 -0.025 0.086
H 2.631 -1.915 -3.830 0.024 0.044 0.008 0.088
H 2.436 -4.216 -4.600 -0.002 -0.013 0.000 0.100
H 1.850 -6.031 -3.025 -0.033 -0.003 0.009 0.098
H 1.338 -5.478 -0.663 0.008 0.026 0.041 0.106
H 1.550 -3.159 0.131 -0.071 -0.021 0.002 0.055
H 4.468 1.292 -0.849 0.011 0.056 0.054 0.101
H 4.837 3.338 -2.161 0.002 -0.019 0.028 0.098
H 3.520 3.748 -4.215 -0.007 -0.006 -0.016 0.095
H 1.861 2.057 -4.956 -0.010 0.000 0.001 0.106
H 1.496 0.031 -3.656 -0.053 0.034 0.073 0.018
O -0.275 0.886 1.270 0.292 0.046 -0.051 -0.445
P -0.184 1.881 2.382 -0.181 0.286 0.427 0.837
C 1.526 2.554 2.514 -0.464 -0.189 -0.074 -0.331
C 2.196 2.686 1.144 0.240 -0.048 0.002 -0.191
C 3.566 3.326 1.363 -0.105 0.100 -0.045 -0.181
C 3.429 4.792 1.813 -0.066 -0.033 0.015 -0.186
C 2.079 5.046 2.492 0.135 -0.042 0.040 -0.196
C 1.660 3.850 3.345 -0.096 0.120 -0.071 -0.185
C -1.400 3.247 2.097 0.370 -0.296 0.079 -0.334
C -1.144 3.961 0.755 -0.012 -0.057 -0.122 -0.177
C -2.447 4.461 0.118 -0.037 0.083 0.164 -0.193
C -3.404 4.974 1.191 -0.005 -0.108 -0.091 -0.194
C -3.841 3.819 2.113 0.079 0.023 -0.091 -0.181
C -2.821 2.674 2.106 -0.104 0.076 0.134 -0.190
C -0.695 1.155 4.016 0.014 0.122 -0.328 -0.352
C -1.125 2.100 5.151 0.124 0.119 -0.059 -0.179
C -0.004 2.492 6.114 -0.157 -0.127 0.130 -0.202
C 0.679 1.253 6.681 0.226 0.167 -0.169 -0.204
C 1.307 0.483 5.524 -0.266 -0.067 0.089 -0.213
C 0.232 0.046 4.531 0.341 0.156 0.015 -0.282
H 2.048 1.740 3.029 0.006 0.015 0.009 0.071
H 1.607 3.291 0.452 -0.024 -0.041 -0.028 0.115
H 2.297 1.696 0.699 -0.080 0.000 -0.034 0.073
H 4.156 3.283 0.451 0.104 -0.087 -0.061 0.085
H 4.095 2.748 2.127 0.047 -0.040 -0.048 0.117
H 3.525 5.457 0.951 0.047 0.009 0.025 0.106
H 4.239 5.041 2.504 0.013 0.041 -0.032 0.104
H 1.317 5.239 1.737 -0.009 0.025 0.006 0.087
H 2.139 5.938 3.120 -0.058 0.022 -0.033 0.110
H 0.721 4.089 3.846 0.079 0.009 0.100 0.085
H 2.420 3.705 4.118 -0.083 -0.009 0.095 0.116
H -1.313 3.967 2.916 0.022 -0.004 0.011 0.107
H -0.653 3.270 0.066 0.021 0.070 -0.052 0.085
H -0.476 4.810 0.911 0.023 -0.028 -0.005 0.095
H -2.932 3.646 -0.424 0.012 0.061 -0.007 0.087
H -2.223 5.246 -0.606 -0.007 -0.061 -0.059 0.115
H -4.278 5.432 0.723 0.018 0.091 0.073 0.103
H -2.898 5.749 1.775 -0.038 0.049 -0.015 0.108
H -4.814 3.434 1.800 -0.013 -0.004 0.013 0.104
H -3.958 4.190 3.135 -0.046 -0.025 0.002 0.105
H -2.946 2.043 1.223 0.015 -0.083 0.035 0.113
H -2.996 2.043 2.978 0.000 -0.068 -0.053 0.104
H -1.591 0.628 3.663 0.055 -0.025 -0.037 0.066
H -1.883 1.567 5.735 -0.063 0.047 -0.015 0.122
H -1.598 3.003 4.760 -0.123 -0.054 0.010 0.091
H -0.425 3.106 6.915 0.020 0.030 -0.016 0.109
H 0.750 3.091 5.603 -0.025 0.049 0.075 0.080
H -0.055 0.621 7.190 0.009 -0.008 0.051 0.114
H 1.440 1.543 7.410 -0.030 -0.037 0.054 0.105
H 1.811 -0.417 5.884 0.109 0.040 -0.014 0.108
H 2.060 1.111 5.038 0.058 -0.002 0.037 0.093
H -0.393 -0.705 5.020 0.002 -0.061 -0.105 0.099
H 0.693 -0.451 3.682 -0.153 -0.155 0.000 -0.056
I -1.241 -2.108 2.202 0.039 -0.375 0.683 0.355
N -1.092 -2.325 -1.099 -1.030 -1.275 -1.012 -0.383
P -2.556 -2.763 -1.288 0.211 -0.279 -0.171 0.705
C -3.391 -3.726 0.051 0.057 -0.052 -0.111 -0.345
C -2.766 -4.935 0.357 -0.070 0.061 0.112 -0.124
C -3.292 -5.778 1.318 0.039 -0.047 -0.018 -0.093
C -4.456 -5.422 1.988 -0.020 0.046 0.053 -0.105
C -5.079 -4.220 1.693 -0.084 -0.022 0.092 -0.096
C -4.552 -3.373 0.728 0.078 -0.082 -0.109 -0.100
C -3.843 -1.508 -1.658 0.212 0.165 0.032 -0.263
C -4.034 -0.510 -0.698 0.044 -0.045 -0.040 -0.114
C -4.992 0.472 -0.885 -0.038 0.052 0.105 -0.088
C -5.776 0.471 -2.029 -0.009 -0.016 -0.102 -0.100
C -5.560 -0.487 -3.008 -0.096 0.114 -0.030 -0.087
C -4.583 -1.457 -2.833 0.057 -0.036 0.093 -0.074
C -2.745 -4.035 -2.601 -0.068 0.109 0.053 -0.279
C -1.595 -4.469 -3.241 0.064 0.052 -0.075 -0.095
C -1.657 -5.447 -4.222 -0.051 -0.083 -0.091 -0.085
C -2.880 -5.999 -4.573 0.069 -0.012 0.020 -0.106
C -4.032 -5.594 -3.912 -0.136 -0.027 -0.031 -0.096
C -3.965 -4.628 -2.921 0.079 0.003 -0.005 -0.096
H -1.844 -5.186 -0.156 -0.009 -0.052 0.017 0.106
H -2.798 -6.712 1.556 0.028 0.002 -0.010 0.096
H -4.867 -6.074 2.749 -0.012 -0.015 -0.007 0.092
H -5.981 -3.935 2.221 0.000 0.002 0.012 0.094
H -5.041 -2.432 0.516 -0.037 -0.041 -0.011 0.092
H -3.420 -0.513 0.199 -0.064 -0.007 0.020 0.077
H -5.139 1.241 -0.135 0.032 -0.017 0.032 0.093
H -6.538 1.228 -2.166 0.005 0.009 -0.020 0.096
H -6.156 -0.479 -3.912 0.046 0.031 -0.044 0.099
H -4.396 -2.176 -3.619 -0.042 -0.032 -0.008 0.099
H -0.654 -4.030 -2.949 0.134 0.175 0.033 0.063
H -0.751 -5.776 -4.718 0.026 0.016 0.009 0.095
H -2.935 -6.752 -5.351 -0.013 -0.013 0.008 0.092
H -4.986 -6.038 -4.173 -0.011 -0.001 0.025 0.094
H -4.861 -4.334 -2.385 -0.021 -0.002 -0.020 0.110
Cl -0.476 -1.192 -4.173 0.182 -0.430 0.042 0.761
C -1.542 0.166 -4.051 -0.216 0.324 0.354 -0.589
C -2.278 0.454 -5.189 -0.024 0.046 -0.024 -0.146
C -3.148 1.529 -5.210 -0.094 -0.010 -0.121 -0.129
C -3.259 2.306 -4.069 -0.077 0.094 0.067 -0.115
C -2.519 2.006 -2.943 -0.072 -0.075 0.080 -0.060
C -1.622 0.921 -2.856 0.081 -0.106 -0.239 -0.296
C -0.826 0.730 -1.627 -0.169 0.209 -0.510 -0.188
H -2.153 -0.169 -6.065 0.009 -0.041 0.027 0.090
H -3.727 1.753 -6.097 0.016 -0.007 -0.025 0.088
H -3.924 3.163 -4.060 -0.017 0.001 0.028 0.094
H -2.615 2.647 -2.075 0.036 -0.078 -0.044 0.078
H -0.954 1.649 -1.047 0.184 -0.126 0.098 0.013
H 0.224 0.661 -1.923 0.136 0.041 0.072 0.004

=====

43
Properties=species:S:1:pos:R:3:forces:R:3:lowdin_charge:R:1 method="wB97M-V/def2-TZVPD" s2=6.064 multiplicity=5 relative_energy_kcal_mol=185.8 homo_energy_ev="-11.1 / -11.4" total_charge=+1 gap_ev="6.69 / 4.40"
Os 0.000 0.000 0.000 3.729 -1.095 -1.694 1.056
S 2.362 0.000 0.041 -2.361 -0.179 0.475 0.624
C 2.015 0.842 1.558 4.186 -0.017 -0.352 -0.767
N 3.008 1.416 2.196 0.398 0.334 0.447 0.071
N 4.268 1.238 1.671 -1.400 2.059 -1.073 0.077
C 5.165 2.324 1.683 -0.110 -0.965 0.707 -0.198
C 6.299 2.280 0.860 0.936 0.088 -0.659 0.014
C 7.250 3.303 0.887 -0.613 -0.791 -0.184 -0.035
C 7.091 4.377 1.760 0.014 0.029 0.007 -0.026
C 5.988 4.419 2.610 -0.774 -0.708 0.014 -0.029
C 5.040 3.391 2.579 -0.153 1.051 0.795 0.018
N 0.765 1.022 2.124 1.371 0.718 1.339 -0.052
N 0.041 0.000 2.060 -0.485 -0.485 0.183 -0.138
C -1.178 0.231 2.715 -2.880 -0.302 1.735 -0.244
C -1.243 0.351 4.110 0.388 0.098 0.079 -0.008
C -2.468 0.543 4.752 0.279 -0.048 -0.455 -0.059
C -3.642 0.608 4.003 -0.105 -0.056 -0.156 -0.049
C -3.591 0.478 2.615 0.684 0.014 1.307 -0.025
C -2.364 0.286 1.976 -0.915 0.168 6.898 -0.028
H 4.215 0.745 0.764 0.754 -0.304 0.406 0.044
H 6.434 1.440 0.183 0.016 0.094 0.073 0.127
H 8.111 3.255 0.227 -0.167 -0.034 0.095 0.121
H 7.826 5.175 1.782 -0.083 -0.115 0.002 0.125
H 5.858 5.246 3.301 -0.010 -0.159 -0.095 0.121
H 4.187 3.421 3.251 0.149 -0.022 -0.143 0.121
H -0.323 0.297 4.687 -0.139 -0.003 -0.001 0.114
H -2.500 0.641 5.833 0.044 -0.021 -0.184 0.112
H -4.596 0.758 4.500 0.135 -0.040 -0.018 0.112
H -4.503 0.526 2.026 0.159 -0.036 0.522 0.107
H -2.315 0.182 0.895 -2.750 -1.545 13.076 -0.241
F -5.957 2.679 0.000 0.890 -0.120 0.029 0.146
C -4.616 2.622 0.000 -0.656 -0.121 -0.044 -0.105
C -3.975 1.393 0.000 -0.012 -0.391 -0.844 -0.146
F -4.708 0.268 0.000 0.373 0.439 -0.308 0.134
C -2.582 1.318 0.000 -3.189 7.003 -2.508 -0.242
F -2.053 0.077 0.000 3.381 -3.392 -18.424 0.025
C -1.811 2.501 0.000 -0.367 -0.213 -0.215 -0.491
S -0.077 2.483 0.000 -0.154 -0.775 -0.674 0.730
C -2.483 3.739 0.000 -0.440 -0.094 0.022 -0.201
F -1.819 4.908 0.000 -0.178 -1.044 -0.009 0.104
C -3.874 3.791 0.000 0.006 0.855 0.069 -0.100
F -4.504 4.977 0.000 0.477 -0.919 -0.013 0.147
H 0.000 -1.725 0.000 -0.428 1.044 -0.225 -0.067

=====

21
Properties=species:S:1:pos:R:3:forces:R:3:lowdin_charge:R:1 method="wB97M-V/def2-TZVPD" multiplicity=1 relative_energy_kcal_mol=108.4 homo_energy_ev=-8.6 gap_ev=9.36
C -0.803 1.512 -0.319 0.933 1.356 0.197 -0.004
C 1.356 1.443 -1.566 0.047 0.126 0.040 -0.045
C 0.569 1.392 -0.280 -1.283 -0.281 -0.601 -0.380
C 1.151 0.645 0.785 -0.752 -1.665 -0.242 -0.231
O 0.633 0.678 2.071 -0.109 0.260 0.333 -0.033
H -0.075 1.330 2.132 0.051 0.003 -0.096 0.087
H 2.235 0.566 0.821 -0.075 -0.191 -0.128 0.131
H -1.280 1.959 -1.181 0.005 -0.083 -0.130 0.076
H -1.388 1.595 0.590 -0.072 -0.360 0.037 0.068
H -0.931 -0.236 -0.419 0.861 -1.235 0.471 0.111
H 2.426 1.525 -1.375 -0.004 0.014 -0.007 0.078
H 1.049 2.296 -2.171 0.002 -0.035 0.013 0.081
H 1.186 0.535 -2.150 0.000 -0.011 0.046 0.087
C -1.242 -1.943 1.072 0.470 -0.050 0.089 -0.068
C -0.567 -1.383 -0.163 -1.841 0.193 -0.994 -0.429
N -0.251 -2.065 -1.208 0.148 0.170 0.292 0.073
H -0.372 -3.070 -1.059 0.033 0.049 0.130 0.039
H 0.543 -0.557 0.267 1.608 1.727 0.588 0.144
H -1.005 -3.002 1.200 -0.057 0.042 -0.008 0.074
H -0.907 -1.395 1.954 -0.049 -0.051 0.061 0.061
H -2.327 -1.827 0.999 0.084 0.020 -0.091 0.080